# 1
ORCA calculation (wB97M-V/def2-TZVPD) on a cluster of 7 separate species, C32H71FN4O10 in total at a distorted geometry.

Element x y z (Å)
C (5.249, 3.575, 0.525)
C (6.721, 2.991, 0.478)
C (6.842, 1.467, 0.858)
C (6.241, 1.144, 2.298)
C (6.340, -0.381, 2.650)
C (5.036, -1.228, 2.289)
O (4.633, -1.108, 0.916)
C (3.621, -0.141, 0.679)
C (2.158, -0.788, 0.569)
O (1.254, -0.130, 1.457)
C (0.366, 0.758, 0.778)
C (-1.090, 0.481, 1.397)
C (-1.944, -0.522, 0.501)
N (-2.893, -1.197, 1.411)
N (-1.091, -1.577, -0.104)
N (-2.652, 0.307, -0.507)
C (0.679, 2.261, 1.110)
C (0.889, 3.264, 0.068)
C (1.124, 4.648, 0.503)
C (1.140, 4.892, 1.932)
N (0.985, 3.981, 2.930)
C (0.759, 2.718, 2.492)
C (3.920, 0.446, -0.792)
C (4.456, -0.650, -1.777)
O (5.624, -0.816, -1.951)
O (3.504, -1.407, -2.481)
C (3.881, -1.058, 3.353)
C (4.339, -1.868, 4.647)
F (3.689, 0.273, 3.789)
H (4.487, 2.905, 0.991)
H (4.920, 3.713, -0.548)
H (5.201, 4.598, 0.978)
H (7.117, 3.139, -0.560)
H (7.345, 3.604, 1.188)
H (6.487, 0.760, 0.070)
H (7.949, 1.266, 0.971)
H (6.936, 1.679, 3.010)
H (5.239, 1.606, 2.454)
H (7.213, -0.915, 2.149)
H (6.526, -0.483, 3.754)
H (5.374, -2.298, 2.409)
H (3.628, 0.752, 1.347)
H (1.804, -0.882, -0.484)
H (2.276, -1.841, 0.957)
H (0.260, 0.575, -0.320)
H (-1.635, 1.449, 1.534)
H (-0.938, -0.042, 2.377)
H (-2.387, -1.815, 2.051)
H (-3.478, -1.823, 0.834)
H (-1.656, -2.407, -0.292)
H (-0.655, -1.254, -0.970)
H (-2.074, 0.351, -1.349)
H (-3.571, -0.093, -0.694)
H (0.868, 2.987, -1.013)
H (1.279, 5.468, -0.229)
H (1.292, 5.955, 2.250)
H (0.613, 1.937, 3.282)
H (4.618, 1.311, -0.780)
H (2.928, 0.803, -1.199)
H (2.749, -0.792, -2.570)
H (2.914, -1.532, 3.049)
H (4.606, -2.921, 4.397)
H (5.153, -1.326, 5.200)
H (3.438, -1.883, 5.318)
C (-6.056, 0.587, -2.890)
C (-5.005, 0.389, -3.965)
O (-3.793, -0.092, -3.389)
H (-5.707, 1.294, -2.138)
H (-6.987, 0.962, -3.318)
H (-6.262, -0.355, -2.373)
H (-4.786, 1.333, -4.466)
H (-5.348, -0.330, -4.718)
H (-3.991, -0.931, -2.957)
C (-5.978, -5.564, 0.485)
C (-4.671, -4.803, 0.398)
O (-4.877, -3.426, 0.711)
H (-6.714, -5.140, -0.201)
H (-5.834, -6.618, 0.241)
H (-6.402, -5.491, 1.491)
H (-4.263, -4.859, -0.612)
H (-3.932, -5.215, 1.093)
H (-5.229, -3.382, 1.609)
C (-0.946, 3.094, -5.036)
C (-1.701, 2.215, -4.057)
O (-0.815, 1.710, -3.059)
H (-0.143, 2.531, -5.514)
H (-1.614, 3.482, -5.808)
H (-0.481, 3.938, -4.519)
H (-2.145, 1.364, -4.572)
H (-2.502, 2.775, -3.564)
H (-0.434, 2.468, -2.600)
C (-9.268, -2.635, -2.347)
C (-10.027, -3.510, -1.368)
O (-9.148, -4.018, -0.369)
H (-8.466, -3.203, -2.824)
H (-9.933, -2.246, -3.121)
H (-8.800, -1.792, -1.831)
H (-10.475, -4.360, -1.883)
H (-10.826, -2.942, -0.879)
H (-8.762, -3.263, 0.090)
C (9.710, -4.789, 1.760)
C (8.722, -3.713, 1.351)
O (9.266, -2.419, 1.591)
H (9.963, -4.693, 2.817)
H (9.298, -5.785, 1.585)
H (10.642, -4.692, 1.197)
H (7.801, -3.800, 1.929)
H (8.472, -3.799, 0.288)
H (10.075, -2.342, 1.071)
C (-7.197, 5.080, -0.079)
C (-6.452, 3.842, -0.538)
O (-7.241, 3.099, -1.464)
H (-8.144, 4.804, 0.391)
H (-6.603, 5.652, 0.636)
H (-7.438, 5.725, -0.929)
H (-6.232, 3.192, 0.309)
H (-5.506, 4.114, -1.019)
H (-7.425, 3.674, -2.217)

Properties
Maximum force ... 3.0 eV/Å
Calculated total energy ... -2333.00815 Eh
E_HOMO ... -8.80 eV
SMILES ... CCCCC[C@H](O[C@H](CO[C@@H](CC(N)(N)N)c1cccnc1)CC(=O)O)[C@@H](C)F.CCO.CCO.CCO.CCO.CCO.CCO
2S+1 ... 1
Molar mass ... 690.94 Da

***

# 2
ORCA calculation (wB97M-V/def2-TZVPD) on an isolated molecule of C4H3Cl2N at a distorted geometry.

Element x y z (Å)
C (-0.433, -0.154, 0.871)
C (-1.657, 0.201, 1.274)
C (-0.169, 0.285, -0.465)
C (1.087, 0.034, -1.175)
N (-1.135, 0.887, -0.954)
Cl (0.593, -1.194, 1.935)
Cl (-2.525, -0.149, 2.597)
H (1.910, 0.421, -0.657)
H (1.199, 0.671, -2.026)
H (1.129, -1.002, -1.401)

Properties
Maximum force ... 3.4 eV/Å
Calculated total energy ... -1129.16238 Eh
E_HOMO ... -8.97 eV
Energy above the lowest of the compared OMol25 structures with the same formula, charge and spin ... 123.2 kcal/mol
2S+1 ... 1
Molar mass ... 135.98 Da

***

# 3
ORCA calculation (wB97M-V/def2-TZVPD) on a cluster of 8 separate species, C26H69BN16O16S in total at a distorted geometry.

Element x y z (Å)
C (-1.460, -0.141, 6.978)
C (-1.132, 1.265, 6.504)
O (-1.118, 2.204, 7.287)
N (-0.774, 1.353, 5.119)
C (0.675, 1.397, 4.914)
C (-1.522, 2.301, 4.272)
C (-2.979, 2.536, 4.717)
C (-3.906, 1.306, 4.787)
N (-4.686, 1.195, 3.522)
O (-1.419, 1.932, 2.901)
C (-1.686, 0.578, 2.590)
C (-0.456, -0.166, 1.997)
O (0.655, 0.685, 1.811)
C (0.588, 1.305, 0.538)
C (1.535, 2.512, 0.416)
C (2.390, 2.403, -0.867)
C (3.890, 2.147, -0.627)
C (4.275, 1.197, 0.516)
S (4.082, -0.559, 0.300)
O (5.299, -1.065, -0.312)
O (3.751, -1.096, 1.604)
O (2.877, -0.839, -0.677)
O (-0.135, -1.237, 2.828)
C (0.533, -2.304, 2.154)
C (-0.136, -3.660, 2.404)
C (0.641, -4.757, 1.642)
C (-1.658, -3.750, 2.100)
C (-2.531, -3.428, 3.326)
C (-2.139, -2.922, 0.892)
B (-0.824, 3.778, 4.328)
O (-0.987, 4.641, 5.391)
O (-0.019, 4.204, 3.263)
H (-2.110, -0.675, 6.285)
H (-1.831, -0.116, 8.002)
H (-0.506, -0.690, 6.981)
H (0.907, 1.609, 3.869)
H (1.185, 2.099, 5.595)
H (1.097, 0.403, 5.126)
H (-3.397, 3.207, 3.967)
H (-3.026, 3.064, 5.671)
H (-3.384, 0.366, 4.964)
H (-4.622, 1.483, 5.603)
H (-5.088, 0.261, 3.472)
H (-5.494, 1.806, 3.597)
H (-2.483, 0.569, 1.833)
H (-2.051, -0.015, 3.428)
H (-0.731, -0.576, 1.011)
H (0.794, 0.535, -0.221)
H (-0.439, 1.669, 0.375)
H (2.143, 2.652, 1.314)
H (0.909, 3.409, 0.345)
H (1.960, 1.643, -1.531)
H (2.319, 3.349, -1.419)
H (4.427, 3.087, -0.457)
H (4.303, 1.739, -1.562)
H (3.770, 1.423, 1.460)
H (5.352, 1.297, 0.688)
H (3.119, -0.650, -1.605)
H (0.646, -2.119, 1.078)
H (1.557, -2.373, 2.551)
H (-0.031, -3.876, 3.477)
H (0.050, -5.671, 1.554)
H (0.869, -4.411, 0.625)
H (1.574, -5.014, 2.153)
H (-1.867, -4.800, 1.849)
H (-3.588, -3.568, 3.060)
H (-2.383, -2.394, 3.648)
H (-2.284, -4.121, 4.139)
H (-1.349, -2.735, 0.155)
H (-2.458, -1.931, 1.244)
H (-3.003, -3.371, 0.395)
H (-1.910, 4.816, 5.592)
H (-0.584, 4.402, 2.511)
N (1.205, 0.437, -5.466)
C (1.646, -0.240, -4.386)
N (0.757, -1.094, -3.809)
O (2.794, -0.090, -3.950)
H (0.281, 0.333, -5.839)
H (1.829, 1.082, -5.915)
H (1.058, -1.611, -3.004)
H (-0.180, -1.234, -4.153)
N (4.970, -2.103, 4.026)
C (4.506, -3.195, 4.690)
N (5.346, -3.698, 5.654)
O (3.423, -3.700, 4.462)
H (5.859, -1.688, 4.229)
H (4.395, -1.690, 3.300)
H (5.032, -4.502, 6.161)
H (6.243, -3.305, 5.866)
N (1.986, 4.839, -7.154)
C (1.017, 3.911, -6.914)
N (-0.196, 4.406, -6.536)
O (1.223, 2.711, -7.027)
H (1.841, 5.827, -7.066)
H (2.888, 4.501, -7.433)
H (-0.926, 3.745, -6.351)
H (-0.388, 5.384, -6.436)
N (6.777, -1.217, -2.844)
C (6.963, -1.181, -4.200)
N (5.841, -0.875, -4.923)
O (8.043, -1.397, -4.726)
H (5.896, -1.052, -2.395)
H (7.568, -1.432, -2.269)
H (5.923, -0.832, -5.920)
H (4.953, -0.686, -4.493)
N (-0.102, -3.728, -6.408)
C (-1.452, -3.520, -6.304)
N (-2.213, -4.072, -7.288)
O (-1.935, -2.875, -5.383)
H (0.327, -4.247, -7.149)
H (0.477, -3.332, -5.690)
H (-3.215, -3.943, -7.254)
H (-1.823, -4.603, -8.041)
N (-6.200, -3.248, -10.029)
C (-5.044, -3.814, -9.578)
N (-4.139, -4.145, -10.546)
O (-4.841, -4.008, -8.389)
H (-6.394, -3.078, -10.997)
H (-6.884, -2.994, -9.342)
H (-3.279, -4.565, -10.251)
H (-4.293, -3.992, -11.524)
N (-5.415, 6.830, 5.005)
C (-5.035, 5.906, 4.076)
N (-5.102, 6.313, 2.775)
O (-4.657, 4.784, 4.387)
H (-5.725, 7.754, 4.773)
H (-5.375, 6.556, 5.968)
H (-4.831, 5.649, 2.073)
H (-5.407, 7.225, 2.495)

Properties
Maximum force ... 2.5 eV/Å
Calculated total energy ... -3535.39058 Eh
E_HOMO ... -7.91 eV
SMILES ... CC(=O)N(C)[C@](CCN)(OC[C@@H](OCCCCCS(=O)(=O)O)OC[C@H](C)C(C)C)B(O)O.NC(N)=O.NC(N)=O.NC(N)=O.NC(N)=O.NC(N)=O.NC(N)=O.NC(N)=O
Energy above the lowest of the compared OMol25 structures with the same formula, charge and spin ... 0.0 kcal/mol
2S+1 ... 1
Molar mass ... 904.81 Da

***

# 4
ORCA calculation (wB97M-V/def2-TZVPD) on a structure of composition C6H14N2O2Sn at a distorted geometry.

Element x y z (Å)
Sn (-0.172, -2.915, 2.270)
C (0.324, 1.628, 0.995)
C (-0.737, 1.137, 1.987)
O (-0.660, 0.002, 2.334)
N (-1.635, 2.040, 2.342)
C (-2.680, 1.768, 3.336)
H (0.020, 1.256, 0.016)
H (1.304, 1.372, 1.397)
H (0.346, 2.718, 1.000)
H (-1.641, 2.970, 1.948)
H (-3.375, 2.603, 3.429)
H (-2.228, 1.552, 4.304)
H (-3.274, 0.955, 2.919)
C (1.409, -2.896, -1.774)
C (0.904, -1.530, -1.309)
O (0.361, -1.395, -0.228)
N (1.064, -0.424, -2.138)
C (1.300, -0.415, -3.579)
H (1.016, -3.262, -2.723)
H (1.120, -3.595, -0.990)
H (2.495, -2.871, -1.859)
H (0.677, 0.438, -1.782)
H (1.466, -1.393, -4.030)
H (2.111, 0.309, -3.666)
H (0.481, -0.052, -4.199)

Properties
Maximum force ... 4.6 eV/Å
Calculated total energy ... -711.04424 Eh
E_HOMO (spin up / spin down) ... -11.21 / -12.88 eV
Net charge ... +1
2S+1 ... 2
Molar mass ... 264.90 Da
Expectation value of S² ... 0.753

***

# 5
ORCA calculation (wB97M-V/def2-TZVPD) on an isolated molecule of C20H25N5OS.

Element x y z (Å)
O (-2.604, -0.640, -2.155)
C (-3.005, -1.295, -1.216)
C (-3.131, -2.806, -1.196)
C (-2.142, -3.327, -0.136)
N (-1.018, -2.408, -0.053)
C (-0.319, -2.427, 1.217)
C (0.663, -1.259, 1.245)
N (1.611, -1.375, 0.158)
C (2.832, -0.714, 0.265)
C (3.623, -0.910, 1.402)
C (4.864, -0.318, 1.516)
C (5.360, 0.480, 0.498)
C (4.592, 0.677, -0.635)
C (3.344, 0.094, -0.753)
C (0.937, -1.419, -1.119)
C (-0.063, -2.573, -1.132)
N (-3.427, -0.702, -0.066)
N (-3.053, 0.617, 0.169)
C (-2.540, 0.956, 1.371)
S (-2.787, -0.013, 2.698)
N (-1.924, 2.156, 1.509)
C (-1.359, 2.981, 0.528)
C (-1.320, 4.354, 0.763)
C (-0.745, 5.203, -0.163)
C (-0.197, 4.695, -1.330)
C (-0.212, 3.329, -1.555)
C (-0.783, 2.472, -0.633)
H (-4.150, -3.102, -0.952)
H (-2.885, -3.180, -2.189)
H (-2.628, -3.347, 0.843)
H (-1.829, -4.357, -0.374)
H (-1.041, -2.300, 2.026)
H (0.228, -3.372, 1.371)
H (1.184, -1.241, 2.201)
H (0.087, -0.322, 1.152)
H (3.269, -1.550, 2.196)
H (5.455, -0.490, 2.404)
H (6.333, 0.940, 0.587)
H (4.961, 1.301, -1.437)
H (2.763, 0.286, -1.642)
H (1.673, -1.588, -1.907)
H (0.393, -0.485, -1.333)
H (-0.595, -2.560, -2.084)
H (0.482, -3.529, -1.039)
H (-3.515, -1.212, 0.812)
H (-2.795, 1.099, -0.687)
H (-1.852, 2.480, 2.464)
H (-1.745, 4.748, 1.674)
H (-0.725, 6.265, 0.027)
H (0.249, 5.359, -2.054)
H (0.231, 2.922, -2.451)
H (-0.745, 1.407, -0.808)

Properties
Maximum force ... 0.7 eV/Å
Calculated total energy ... -1524.33098 Eh
E_HOMO ... -7.79 eV
SMILES ... O=C(CCN1CCN(c2ccccc2)CC1)NNC(=S)Nc1ccccc1
Energy above the lowest of the compared OMol25 structures with the same formula, charge and spin ... 3.2 kcal/mol
2S+1 ... 1
Molar mass ... 383.52 Da

***

# 6
ORCA calculation (wB97M-V/def2-TZVPD) on a structure of composition C32H56F6GeN3O4S2Si3Ta at a distorted geometry.

Element x y z (Å)
Ta (1.124, 0.926, -0.170)
C (2.203, -3.762, -0.564)
C (1.521, -3.579, -1.922)
C (2.390, -4.164, -3.037)
C (0.136, -4.182, -1.864)
C (-0.040, -5.493, -2.221)
C (-1.308, -6.074, -2.233)
C (-2.435, -5.334, -1.867)
C (-2.357, -4.026, -1.462)
C (-3.672, -3.410, -0.993)
C (-4.446, -2.710, -2.125)
C (-3.594, -2.548, 0.259)
C (-1.039, -3.391, -1.491)
N (-0.850, -2.081, -1.211)
C (-1.541, -1.159, -1.853)
C (-1.673, 0.231, -1.710)
C (-2.594, 0.863, -2.565)
C (-2.675, 2.176, -2.195)
C (-1.794, 2.378, -1.120)
N (-1.153, 1.208, -0.788)
C (-1.694, 3.760, -0.473)
C (-0.707, 4.658, -1.245)
C (-3.076, 4.440, -0.534)
C (-1.261, 3.703, 0.977)
H (3.231, -3.404, -0.599)
H (2.235, -4.820, -0.298)
H (1.668, -3.223, 0.220)
H (1.397, -2.512, -2.113)
H (2.728, -5.173, -2.802)
H (3.287, -3.555, -3.157)
H (1.866, -4.193, -3.992)
H (0.808, -6.085, -2.530)
H (-1.420, -7.112, -2.517)
H (-3.402, -5.822, -1.874)
H (-4.276, -4.276, -0.719)
H (-4.098, -1.692, -2.296)
H (-5.498, -2.646, -1.848)
H (-4.386, -3.266, -3.060)
H (-2.924, -1.694, 0.159)
H (-3.272, -3.145, 1.113)
H (-4.592, -2.169, 0.483)
H (-2.094, -1.509, -2.723)
H (-3.138, 0.376, -3.361)
H (-3.308, 2.927, -2.635)
H (-0.927, 4.668, -2.314)
H (0.332, 4.355, -1.110)
H (-0.797, 5.678, -0.872)
H (-3.314, 4.795, -1.535)
H (-3.073, 5.308, 0.127)
H (-3.873, 3.770, -0.208)
H (-0.355, 3.111, 1.108)
H (-2.037, 3.281, 1.601)
H (-1.064, 4.714, 1.335)
F (5.756, 2.328, -1.128)
C (5.372, 1.183, -0.645)
F (5.682, 0.173, -1.414)
F (5.714, 0.991, 0.597)
S (3.420, 1.198, -0.734)
O (2.726, 2.250, 0.129)
O (2.890, -0.129, -0.164)
N (3.159, 1.379, -2.300)
S (1.559, 1.337, -2.473)
O (0.922, 2.417, -1.650)
O (1.039, -0.010, -1.974)
C (1.228, 1.524, -4.386)
F (1.540, 0.355, -4.876)
F (-0.033, 1.819, -4.513)
F (2.027, 2.473, -4.778)
C (1.322, 3.846, 2.584)
Si (1.745, 2.071, 2.805)
C (3.567, 1.752, 2.737)
C (1.168, 1.500, 4.455)
Ge (-0.129, 0.236, 1.680)
Si (-2.415, 0.462, 2.900)
C (-2.288, 1.806, 4.158)
C (-3.695, 0.853, 1.616)
C (-2.821, -1.166, 3.681)
Si (0.700, -1.853, 3.198)
C (2.542, -1.825, 2.998)
C (-0.107, -3.314, 2.408)
C (0.197, -1.659, 4.958)
H (2.095, 4.408, 3.121)
H (0.362, 4.074, 3.044)
H (1.307, 4.212, 1.558)
H (4.087, 2.476, 2.116)
H (3.830, 0.745, 2.415)
H (3.943, 1.873, 3.758)
H (1.321, 2.338, 5.145)
H (1.760, 0.663, 4.819)
H (0.124, 1.234, 4.496)
H (-1.792, 2.703, 3.789)
H (-1.801, 1.495, 5.081)
H (-3.316, 2.079, 4.420)
H (-4.310, 1.687, 1.964)
H (-4.349, -0.009, 1.488)
H (-3.293, 1.109, 0.643)
H (-2.630, -1.168, 4.755)
H (-2.300, -2.020, 3.244)
H (-3.891, -1.325, 3.532)
H (2.866, -1.230, 2.147)
H (2.895, -2.847, 2.838)
H (3.028, -1.437, 3.896)
H (-0.696, -3.063, 1.525)
H (-0.757, -3.814, 3.129)
H (0.665, -4.021, 2.102)
H (1.087, -1.495, 5.564)
H (-0.263, -2.605, 5.258)
H (-0.513, -0.867, 5.186)

Properties
Maximum force ... 7.4 eV/Å
Calculated total energy ... -6115.00973 Eh
E_HOMO (spin up / spin down) ... -15.55 / -15.65 eV
Net charge ... +3
2S+1 ... 2
Molar mass ... 1062.76 Da
Expectation value of S² ... 0.784